A 2-piece molecular cluster, C4H9FP overall. Source: the OMol25 dataset; level of theory: ωB97M-V/def2-TZVPD.

Last column: Löwdin spin population.
CARTESIAN COORDINATES (ANGSTROEM)
C: -0.174 -0.840 -0.049  0.0980
C: -1.435 -0.282 -0.604  0.3142
C: -2.412 0.342 0.265  0.0843
C: 3.306 0.005 0.115  0.8097
F: 0.214 1.776 0.652  0.0741
P: 0.341 0.843 -0.660  0.3876
H: -0.111 -1.068 0.949  0.0072
H: 0.212 -1.675 -0.612  0.0160
H: -1.568 -0.604 -1.695  0.0126
H: -2.164 0.487 1.320  0.0037
H: -3.208 -0.249 0.533  0.0324
H: -2.988 1.256 -0.293  0.0219
H: 3.823 0.839 -0.441  0.0431
H: 3.476 -0.844 -0.548  0.0489
H: 2.688 0.013 1.068  0.0462

Computed properties:
- Spin multiplicity: 3
- Total charge: +1
- ⟨S²⟩: 2.0081
- HOMO-LUMO gap (alpha / beta): 8.2 / 7.7 eV
- E_HOMO (alpha / beta): -12.579 / -15.938 eV

An isolated ion of composition C4H9I2NP and charge +1. Source: the OMol25 dataset; level of theory: ωB97M-V/def2-TZVPD.

Last column: Mulliken charge in e.
CARTESIAN COORDINATES (ANGSTROEM)
N: -0.055 -1.746 1.022  -0.0891
C: -0.274 -1.004 -0.253  -0.5311
C: 0.812 0.450 -0.121  -0.1723
P: 1.415 0.976 -1.832  -0.0436
C: -0.457 1.152 0.369  -0.7836
I: -0.535 1.313 2.593  0.1337
C: -1.382 -0.009 -0.043  -0.7467
I: -2.031 0.377 -2.156  0.1618
H: 0.963 -1.888 1.060  0.3491
H: -0.577 -2.617 0.948  0.3704
H: -0.221 -1.166 1.828  0.1408
H: -0.269 -1.709 -1.172  0.4166
H: 1.679 0.018 0.408  0.4620
H: 2.702 1.427 -1.420  0.0878
H: 1.090 2.470 -1.884  0.0825
H: -0.668 2.192 0.071  0.5707
H: -2.191 -0.234 0.583  0.5908

Computed properties:
- Spin multiplicity: 1
- Total charge: +1
- Energy relative to the best compared isomer or geometry (same formula, charge and spin): 0.9 kcal/mol
- Structure (SMILES): [NH3+][C@@H]1[C@@H](P)[C@H](I)[C@H]1I
- HOMO-LUMO gap: 8.8 eV
- E_HOMO: -12.754 eV

The following electronic energy values (in Eh) correspond, in order, to the records above: -598.57843 -1148.95451.